--- i ---
The following is a quantum chemistry calculation of a cluster of 2 separate species, C3H6O2 in total, from OMol25.

Structure (ORCA input):
```
! RIJCOSX wB97M-V def2-TZVPD def2/J DEFGRID3
* xyz 0 1
O -2.151 0.649 -0.148
H 2.097 0.744 -1.412
C -2.341 -0.451 0.368
H 1.957 -1.159 1.159
O 0.367 0.175 -0.176
C 2.514 -0.456 0.424
H 3.651 -0.455 0.235
C 1.752 0.209 -0.415
H -3.348 -0.490 0.842
H -1.639 -1.305 0.519
H 0.000 0.260 -1.011
*
```


--- ii ---
The following is a quantum chemistry calculation of the molecule C3H6O2, from OMol25.

Structure (ORCA input):
```
! RIJCOSX wB97M-V def2-TZVPD def2/J DEFGRID3
* xyz 0 1
O 0.607 1.512 0.434
H 1.031 0.605 -1.384
C 0.407 -1.019 -0.044
C -0.845 -0.242 -0.367
O -1.516 0.113 0.828
H 0.398 -1.291 1.006
H -1.415 1.072 0.858
H 1.223 1.296 1.139
H -1.708 -0.298 -1.023
C 0.493 0.434 -0.449
H 0.941 -1.721 -0.687
*
```


--- iii ---
The following is a quantum chemistry calculation of the molecule C3H6O2, from OMol25.

Structure (ORCA input):
```
! RIJCOSX wB97M-V def2-TZVPD def2/J DEFGRID3
* xyz 0 1
H 1.302 -1.374 2.046
C -0.767 1.033 -0.671
H -0.599 1.909 -1.284
O 1.487 -1.102 1.204
H 1.306 0.401 -0.483
H 0.238 -0.754 -1.304
O -0.784 -1.270 1.235
H -1.622 0.608 -1.406
H -1.090 1.283 0.416
C 0.198 -0.698 0.802
C 0.332 -0.034 -0.555
*
```


Stability ranking, top and bottom: iii is the most stable and i is the least stable.


--- i ---
The following is a quantum chemistry calculation of the molecule C3H6O2, from OMol25.

Structure (ORCA input):
```
! RIJCOSX wB97M-V def2-TZVPD def2/J DEFGRID3
* xyz 0 1
H 1.353 -0.229 -1.528
H -1.430 -0.196 1.333
C 0.323 1.312 -0.279
O 0.959 1.728 -1.222
H 1.048 -0.124 0.977
C -0.946 -0.779 0.542
O 0.932 -0.888 -0.948
H -0.742 -1.780 0.936
C 0.371 -0.153 0.099
H -0.232 1.996 0.391
H -1.637 -0.887 -0.300
*
```


--- ii ---
The following is a quantum chemistry calculation of the molecule C3H6O2, from OMol25.

Structure (ORCA input):
```
! RIJCOSX wB97M-V def2-TZVPD def2/J DEFGRID3
* xyz 0 1
H -0.460 1.381 -0.624
H 1.623 1.096 -0.988
H -0.914 -0.863 1.217
H 1.463 1.059 0.770
C -1.412 -0.259 0.510
O 1.613 -0.953 0.003
O -0.877 -0.677 -0.833
H -2.400 -0.131 0.488
C 1.088 0.491 0.009
H 0.673 -1.534 -0.214
C -0.398 0.389 -0.337
*
```


Stability ranking, top and bottom: i is the most stable and ii is the least stable.


--- i ---
The following is a quantum chemistry calculation of a structure of composition C3H6O2, from OMol25.

Structure (ORCA input):
```
! RIJCOSX wB97M-V def2-TZVPD def2/J DEFGRID3
* xyz 0 1
C -0.630 -1.262 -0.636
O -0.442 0.708 0.802
C 0.831 0.655 1.090
H 1.399 -0.254 0.912
H 1.114 1.314 1.902
H 0.211 -1.729 -0.076
C -0.971 0.103 -0.261
H -1.963 0.472 -0.495
H 0.535 0.815 -1.128
O -1.222 -1.881 -1.497
H 1.138 1.057 -0.613
*
```


--- ii ---
The following is a quantum chemistry calculation of a cluster of 4 separate species, C3H6O2 in total, from OMol25.

Structure (ORCA input):
```
! RIJCOSX wB97M-V def2-TZVPD def2/J DEFGRID3
* xyz 0 1
O 0.348 1.575 0.016
C 0.450 0.363 0.069
H -1.992 0.608 -0.939
H 2.421 -0.129 1.403
H -2.521 -0.808 0.104
H -2.061 0.801 0.763
H 2.623 0.239 -1.114
O -0.607 -0.527 0.081
C -1.847 0.060 -0.024
H 1.427 -1.783 -0.348
C 1.759 -0.399 -0.011
*
```


Stability ranking, top and bottom: i is the most stable and ii is the least stable.


--- i ---
The following is a quantum chemistry calculation of a cluster of 2 separate species, C3H6O2 in total, from OMol25.

Structure (ORCA input):
```
! RIJCOSX wB97M-V def2-TZVPD def2/J DEFGRID3
* xyz 0 1
O 1.853 0.076 1.072
H 2.995 -0.381 -0.482
H -1.547 -1.583 0.665
C 2.311 0.437 -0.200
H 2.647 0.143 1.609
H -2.828 0.719 0.563
O 2.008 1.442 -0.747
H -1.626 -1.302 -1.230
C -1.710 -0.960 -0.199
H -1.986 1.094 -0.902
C -2.117 0.315 -0.148
*
```


--- ii ---
The following is a quantum chemistry calculation of the molecule C3H6O2, from OMol25.

Structure (ORCA input):
```
! RIJCOSX wB97M-V def2-TZVPD def2/J DEFGRID3
* xyz 0 1
O 0.939 -0.389 -0.982
O -1.658 -0.432 -0.262
H -1.254 1.541 -0.817
H -1.165 -0.870 -0.979
C 1.117 -0.797 0.354
H 1.274 0.783 0.669
H 0.382 -1.488 0.752
C 0.479 0.687 -0.208
H 2.167 -1.013 0.609
C -0.989 0.789 -0.055
H -1.291 1.188 0.918
*
```


Stability ranking, top and bottom: i is the most stable and ii is the least stable.


--- i ---
The following is a quantum chemistry calculation of a cluster of 2 separate species, C3H6O2 in total, from OMol25.

Structure (ORCA input):
```
! RIJCOSX wB97M-V def2-TZVPD def2/J DEFGRID3
* xyz 0 1
C -1.314 -0.423 0.244
H -0.943 0.292 -0.506
H 1.752 1.241 -0.161
C 1.295 1.000 -1.153
H 0.466 -0.563 1.563
H 1.794 -0.200 -2.479
O -1.036 0.409 2.483
O 2.112 0.080 -1.605
C -0.579 -0.180 1.533
H -2.387 -0.273 0.383
H -1.112 -1.428 -0.142
*
```


--- ii ---
The following is a quantum chemistry calculation of the molecule C3H6O2, from OMol25.

Structure (ORCA input):
```
! RIJCOSX wB97M-V def2-TZVPD def2/J DEFGRID3
* xyz 0 1
H -0.676 1.420 -0.033
H -2.389 0.837 -0.076
C -1.391 0.656 0.315
H -1.398 0.652 1.413
H 0.433 -1.933 -0.193
C 0.268 -0.873 0.114
O -1.019 -0.599 -0.173
H 1.868 1.065 -1.330
C 1.455 0.204 -0.650
O 2.277 -0.677 -0.555
H 0.573 -0.752 1.169
*
```


Stability ranking, top and bottom: ii is the most stable and i is the least stable.